No. 1
C2H7NO3S | ωB97M-V/def2-TZVPD

The gap between HOMO and LUMO (alpha / beta) is 7.655 / 7.330 eV. As for the HOMO energy (alpha / beta): -7.0 / -9.5 eV. As for the spin multiplicity: 3.

Each line ends with the natural charge from an NBO analysis.
Geometry (Å):
C  0.11831  1.67427  -0.75143  -0.2422
C  -0.63339  -2.51357  -0.00273  -0.2664
N  -0.72690  1.33534  0.19420  -0.2478
O  2.26931  -1.30906  -2.11332  -0.9174
O  0.16240  -2.22517  -1.10406  -0.7266
O  -0.31116  0.71768  1.28548  -0.2631
S  1.50818  -1.19222  -0.92038  1.3646
H  1.09912  1.79797  -0.35500  0.1975
H  0.63265  -0.06634  -1.20865  0.0026
H  -0.25522  2.17516  -1.57999  0.1982
H  -0.30259  -2.14211  1.03946  0.1851
H  -0.46470  -3.58438  0.11043  0.1878
H  -1.60577  -2.27378  -0.17018  0.1790
H  -1.65190  1.18334  -0.07838  0.3487



No. 2
C2H7NO4 | ωB97M-V/def2-TZVPD

The gap between HOMO and LUMO is 10.070 eV. As for the HOMO energy: -9.3 eV. As for the spin multiplicity: 1.

Each line ends with the natural charge from an NBO analysis.
Geometry (Å):
C  -1.54962  -1.04666  -1.06371  -0.2639
C  -0.14808  0.93292  0.13299  0.9482
N  0.97245  1.50016  -0.36438  -0.8501
O  -0.22262  -0.63796  -0.70621  -0.6398
O  -1.19742  1.35029  0.47374  -0.5605
H  1.80103  0.92288  -0.26469  0.4276
H  1.09628  2.44942  -0.03897  0.4037
H  -2.27866  -0.66236  -0.34736  0.2009
H  -1.76924  -0.65728  -2.05646  0.1923
H  -1.58065  -2.13637  -1.07993  0.1943
O  0.53852  -0.39481  1.46207  -0.5200
O  1.98906  -0.47246  1.35339  -0.5145
H  2.24972  -0.17886  2.23638  0.4660
H  0.09923  -0.96891  0.26314  0.5157



No. 3
C2H7NO4 | ωB97M-V/def2-TZVPD

The gap between HOMO and LUMO is 10.372 eV. As for the HOMO energy: -9.5 eV. As for the spin multiplicity: 1. The structure (SMILES) is CC(=O)OO.NO.

Each line ends with the natural charge from an NBO analysis.
Geometry (Å):
C  0.23016  1.63850  -0.42538  -0.7307
C  0.88220  0.35153  -0.04041  0.8117
O  0.57187  -0.65368  -1.04510  -0.3146
O  1.38221  -1.80641  -0.92283  -0.4310
O  1.84814  0.20447  0.66205  -0.6076
H  2.11757  -1.49465  -0.34944  0.4731
H  -0.15502  1.61425  -1.44084  0.2433
H  0.93392  2.45467  -0.29225  0.2469
H  -0.61069  1.79178  0.25045  0.2547
N  -1.10353  -0.62387  1.07762  -0.5462
O  -2.18412  -0.76933  0.15129  -0.5882
H  -1.75397  -0.84427  -0.71444  0.4725
H  -1.53964  -0.31831  1.94564  0.3611
H  -0.61908  -1.54469  1.14363  0.3549



No. 4
C2H7NOS | ωB97M-V/def2-TZVPD

The gap between HOMO and LUMO is 8.851 eV. As for the HOMO energy: -8.3 eV. As for the spin multiplicity: 1. The structure (SMILES) is C=[S@@](C)(N)=O.

Each line ends with the natural charge from an NBO analysis.
Geometry (Å):
C  -0.54446  -1.53105  -0.72416  -0.9503
C  0.81805  -0.11679  1.34224  -0.7565
N  -0.21361  1.45079  -0.92392  -1.0957
O  -1.74659  0.24338  0.76306  -0.9423
S  -0.56591  0.05616  0.01009  1.8789
H  -1.31491  -1.63269  -1.39529  0.2045
H  0.34821  -1.61774  -1.15471  0.1717
H  0.86141  0.82454  1.88492  0.2264
H  0.45303  -0.92940  1.83966  0.2358
H  1.77506  -0.38153  0.77198  0.2228
H  0.34465  1.22031  -1.73805  0.3977
H  -0.21494  2.41402  -0.67582  0.4069



No. 5
C2H7NOSi | ωB97M-V/def2-TZVPD

The gap between HOMO and LUMO is 7.643 eV. As for the HOMO energy: -8.1 eV. As for the spin multiplicity: 1. The structure (SMILES) is O=[SiH2].C=CN.

Each line ends with the natural charge from an NBO analysis.
Geometry (Å):
C  -0.50391  -1.17016  0.79905  -0.0073
C  0.35166  -0.70941  1.70006  -0.4937
N  -0.14608  -1.65606  -0.45223  -0.8206
O  1.26277  1.71572  -0.41365  -1.1324
Si  0.14268  2.17918  -1.30135  1.6147
H  -1.55864  -1.27299  1.02132  0.1824
H  1.39724  -0.60133  1.47734  0.1988
H  0.02328  -0.42410  2.68146  0.2018
H  -0.81912  -1.49068  -1.18647  0.3646
H  0.79354  -1.39191  -0.72186  0.3767
H  -1.26907  2.09522  -0.96450  -0.2418
H  0.32563  2.72651  -2.63917  -0.2432



No. 6
C2H7NS | ωB97M-V/def2-TZVPD

The gap between HOMO and LUMO (alpha / beta) is 2.625 / 8.742 eV. As for the HOMO energy (alpha / beta): 1.2 / -4.7 eV. As for the spin multiplicity: 2. The net charge is -1.

Each line ends with the natural charge from an NBO analysis.
Geometry (Å):
S  -1.89534  0.96435  -2.05696  -0.6380
H  -2.30430  -0.32346  -2.13314  0.1020
C  0.57294  0.23130  0.51955  -0.2284
C  -0.34415  0.10725  1.48903  -0.5462
N  1.31790  -0.78929  -0.06350  -0.9866
H  1.06726  1.19006  0.42048  0.1838
H  -0.94396  0.93633  1.83403  0.1927
H  -0.47020  -0.84075  2.00951  0.1711
H  1.66963  -1.54161  0.51255  0.3549
H  1.97455  -0.49549  -0.77757  0.2918
H  -0.64434  0.56132  -1.75399  0.1027



No. 7
C2H7NS | ωB97M-V/def2-TZVPD

The gap between HOMO and LUMO is 9.067 eV. As for the HOMO energy: -8.3 eV. As for the spin multiplicity: 1. The structure (SMILES) is C=CN.S.

Each line ends with the natural charge from an NBO analysis.
Geometry (Å):
S  -3.84345  -0.89066  1.85606  -0.2916
H  -4.36307  -1.16496  0.56202  0.1569
C  1.35435  0.30839  0.03606  0.0203
C  1.28991  -0.91733  -0.54153  -0.5386
N  1.81053  1.50718  -0.60019  -0.8477
H  1.12497  0.47855  1.04289  0.1809
H  0.71472  -1.70826  -0.09526  0.2112
H  1.53751  -1.04499  -1.63249  0.1862
H  1.99918  1.32572  -1.64443  0.3972
H  1.37757  2.27056  -0.14406  0.3906
H  -3.00222  -0.16422  1.16092  0.1348



No. 8
C2H7NS2 | ωB97M-V/def2-TZVPD

The gap between HOMO and LUMO is 9.795 eV. As for the HOMO energy: -9.1 eV. As for the spin multiplicity: 1. The structure (SMILES) is C=N.CSS.

Each line ends with the natural charge from an NBO analysis.
Geometry (Å):
C  3.77314  1.47103  -0.41505  -0.0258
N  2.68640  1.03916  -0.84248  -0.6032
H  4.70847  0.91161  -0.51137  0.1499
H  4.01911  2.45076  0.02627  0.1348
H  1.84360  1.58922  -0.69575  0.3433
C  -2.19138  -0.97947  -0.61742  -0.7254
S  -2.06745  -0.05229  0.99620  0.0614
S  -2.40556  -1.52719  2.31976  -0.1302
H  -2.00448  -2.03328  -0.42752  0.2319
H  -1.41206  -0.66127  -1.30721  0.2262
H  -3.19289  -0.79298  -0.98600  0.2164
H  -3.75691  -1.41528  2.46057  0.1207



No. 9
C2H7O2 | ωB97M-V/def2-TZVPD

The gap between HOMO and LUMO (alpha / beta) is 8.374 / 5.440 eV. As for the HOMO energy (alpha / beta): -15.7 / -15.0 eV. As for the spin multiplicity: 1. The net charge is +1.

Each line ends with the natural charge from an NBO analysis.
Geometry (Å):
C  -0.75183  0.83999  -1.95058  -0.2504
C  0.81614  -0.62968  1.88306  -0.3028
O  0.08788  -0.75143  0.72992  -0.3569
O  -0.90458  0.83486  -0.72572  -0.2412
H  -1.62377  0.56214  -2.57616  0.2126
H  -0.22864  1.67341  -2.49935  0.2806
H  0.22038  -0.00516  -2.16204  0.3291
H  1.70780  -0.04869  1.47226  0.2632
H  0.30604  -0.08432  2.68951  0.2335
H  1.29902  -1.63635  2.18365  0.2969
H  -0.92844  -0.75479  0.95546  0.5353



No. 10
C2H7O2P | ωB97M-V/def2-TZVPD

The gap between HOMO and LUMO is 11.303 eV. As for the HOMO energy: -10.5 eV. As for the spin multiplicity: 1. The structure (SMILES) is C[P@H](=O)CO.

Each line ends with the natural charge from an NBO analysis.
Geometry (Å):
C  1.38539  0.98724  -0.69231  -0.9440
C  -0.30580  -1.07510  0.75715  -0.4500
O  -1.13395  1.59795  0.62502  -1.0847
O  -1.71575  -1.53747  0.63060  -0.7074
P  -0.37898  0.58562  -0.07698  1.6856
H  1.93015  0.06395  -0.78434  0.2335
H  1.29120  1.40360  -1.65314  0.2435
H  1.85333  1.50645  0.07501  0.2452
H  0.33457  -1.86991  0.17137  0.1984
H  0.09717  -1.26170  1.79040  0.2271
H  -2.18115  -0.72825  0.30095  0.4649
H  -1.17618  0.32762  -1.14374  -0.1120



No. 11
C2H7O2Pb | ωB97M-V/def2-TZVPD

The gap between HOMO and LUMO (alpha / beta) is 4.494 / 4.539 eV. As for the HOMO energy (alpha / beta): -0.8 / -0.8 eV. As for the spin multiplicity: 1. The net charge is -1.

Each line ends with the Löwdin charge.
Geometry (Å):
C  0.71018  -0.48636  -1.03934  -0.0117
H  1.39002  0.18561  -1.59849  0.0403
H  1.30961  -0.91037  -0.21365  0.0534
H  0.71046  -1.22468  -1.85971  0.0329
O  -1.25216  -1.03303  -0.68598  -0.9562
Pb  -2.57615  -2.47822  -0.22055  0.1157
H  -1.19932  0.10298  -0.22436  0.0882
O  -0.13215  0.99297  -0.13432  -0.3526
C  0.20258  1.18354  1.21681  -0.2174
H  -0.21667  2.14582  1.53846  0.0680
H  -0.24044  0.39226  1.84889  0.0734
H  1.29405  1.12949  1.37223  0.0660



No. 12
C2H7O3PS | ωB97M-V/def2-TZVPD

The gap between HOMO and LUMO is 9.785 eV. As for the HOMO energy: -8.9 eV. As for the spin multiplicity: 1.

Each line ends with the natural charge from an NBO analysis.
Geometry (Å):
C  0.84520  -0.42549  -2.34739  -0.9842
C  -0.34417  0.48006  2.77386  -0.8353
O  1.72402  -1.20290  2.66358  -0.9103
O  0.30784  -0.97490  0.45828  -1.0077
O  0.82539  1.32213  -0.13177  -1.1031
P  0.15858  0.10708  -0.72299  1.9614
S  1.11804  -0.19865  1.81317  1.5230
H  0.46990  0.25453  -3.07587  0.2543
H  0.71798  -1.50618  -2.46419  0.2534
H  1.80753  -0.15295  -2.36974  0.2503
H  -0.53461  -0.17550  3.66720  0.2506
H  0.03719  1.48933  3.14306  0.2440
H  -1.13530  0.64819  2.01767  0.2343
H  -1.16520  0.18721  -0.95615  -0.1308



Calculated values (eV) of total energy for the records, taken in order: -20647.855, -11863.232, -11863.255, -16556.439, -13601.231, -14510.311, -14511.358, -25346.947, -6268.538, -15570.392, -11524.304, -28453.350.